8 unconnected molecules or ions with the total composition C32H96N12O8P4S4. Source: the OMol25 dataset; level of theory: the ωB97M-V functional and the def2-TZVPD basis.

**Charge**: -1
**LUMO level (spin up / spin down)**: 1.699 / 1.671 eV
**Orbital gap (spin up / spin down)**: 0.04488 / 0.28487 Eh
**2S+1**: 2

Geometry (Å):
1 S -22.094 -2.445 14.185
2 S -24.012 4.650 14.818
3 S -19.631 5.135 8.724
4 S -19.167 -0.186 8.525
5 P -28.112 -0.738 14.468
6 P -23.942 2.499 9.555
7 P -23.086 -4.769 5.514
8 P -25.314 10.431 10.090
9 O -24.097 3.147 14.593
10 O -19.149 5.605 7.313
11 O -22.684 -3.815 14.434
12 O -24.169 10.915 9.247
13 O -26.677 -0.273 14.519
14 O -23.259 -4.124 4.205
15 O -18.042 0.782 8.243
16 O -22.764 2.804 10.364
17 N -24.940 9.270 11.305
18 N -28.632 -1.114 12.875
19 N -23.856 1.307 8.386
20 N -24.657 3.790 8.582
21 N -28.475 -2.124 15.459
22 N -25.315 1.979 10.585
23 N -24.108 -4.039 6.733
24 N -29.152 0.487 14.960
25 N -26.611 9.674 9.214
26 N -26.332 11.593 10.776
27 N -23.407 -6.466 5.518
28 N -21.435 -4.679 6.244
29 C -23.894 4.149 7.374
30 C -24.567 -4.687 7.931
31 C -20.309 -4.613 5.427
32 C -28.065 9.609 9.459
33 C -25.922 12.209 12.066
34 C -28.789 -1.744 16.906
35 C -25.595 5.092 15.702
36 C -25.879 8.746 12.219
37 C -26.651 1.826 9.972
38 C -23.660 8.489 11.361
39 C -24.888 0.947 7.417
40 C -22.854 4.901 16.278
41 C -22.359 -7.390 5.975
42 C -24.563 -2.712 6.634
43 C -27.431 -3.133 15.353
44 C -28.497 1.817 15.197
45 C -29.889 -1.911 12.741
46 C -24.847 -7.021 5.356
47 C -22.707 0.419 8.343
48 C -26.858 12.659 9.902
49 C -20.130 3.341 8.354
50 C -18.264 4.868 9.800
51 C -22.899 -1.757 12.654
52 C -28.203 -0.423 11.632
53 C -25.381 4.904 9.293
54 C -18.341 -1.694 7.836
55 C -21.095 -5.011 7.656
56 C -22.844 -1.331 15.483
57 C -19.193 -0.707 10.370
58 C -26.205 8.681 8.242
59 C -30.612 0.474 15.143
60 C -25.227 1.909 12.017
61 H -22.874 -0.254 15.321
62 H -28.156 -0.928 17.256
63 H -27.429 13.338 10.535
64 H -26.898 2.541 9.188
65 H -20.828 3.359 7.518
66 H -22.993 8.918 12.109
67 H -28.228 9.637 10.536
68 H -27.488 1.876 10.669
69 H -21.988 -7.334 6.999
70 H -28.820 -2.595 17.586
71 H -27.915 2.182 14.351
72 H -26.085 13.259 9.420
73 H -25.100 -7.033 4.296
74 H -26.944 7.884 8.333
75 H -25.516 0.167 7.849
76 H -22.933 4.572 7.668
77 H -25.693 4.407 10.212
78 H -19.790 -3.746 5.834
79 H -22.215 -1.185 12.028
80 H -28.781 8.868 9.103
81 H -23.932 -1.978 7.137
82 H -21.476 -7.446 5.339
83 H -29.808 -1.364 16.832
84 H -30.759 -0.605 15.092
85 H -19.369 0.223 10.912
86 H -27.942 -4.049 15.058
87 H -25.399 1.885 7.200
88 H -24.900 -8.035 5.752
89 H -21.742 -4.838 8.517
90 H -26.094 9.617 12.838
91 H -22.987 4.038 16.930
92 H -30.428 -1.220 12.093
93 H -19.052 -2.521 7.801
94 H -17.833 3.870 9.726
95 H -26.804 8.420 11.743
96 H -20.422 2.697 9.183
97 H -26.525 -2.852 14.817
98 H -20.533 -5.942 7.722
99 H -26.047 8.967 7.203
100 H -24.789 -2.361 5.627
101 H -26.109 2.484 12.296
102 H -17.362 5.395 9.487
103 H -27.020 -3.423 16.320
104 H -28.530 0.616 11.616
105 H -24.247 2.271 12.328
106 H -30.931 1.005 14.247
107 H -19.756 -5.552 5.458
108 H -18.217 -1.156 10.552
109 H -23.825 3.274 6.728
110 H -22.340 0.278 7.326
111 H -28.676 -1.021 10.853
112 H -25.132 12.950 11.948
113 H -24.384 4.947 6.817
114 H -30.897 0.849 16.126
115 H -23.860 -1.284 12.858
116 H -21.817 4.992 15.953
117 H -18.430 5.333 10.772
118 H -25.653 -4.710 7.836
119 H -24.716 5.719 9.580
120 H -20.013 -1.357 10.672
121 H -23.863 -1.714 15.432
122 H -26.631 0.807 9.584
123 H -25.507 11.536 12.817
124 H -20.330 -4.245 7.783
125 H -25.568 6.149 15.966
126 H -26.667 12.858 12.525
127 H -17.527 -1.913 8.527
128 H -29.714 -2.682 11.991
129 H -25.473 -6.292 5.871
130 H -21.887 0.782 8.963
131 H -26.072 5.331 8.566
132 H -28.431 10.576 9.114
133 H -25.747 4.516 16.615
134 H -24.243 -4.222 8.862
135 H -19.232 2.812 8.035
136 H -23.155 5.765 16.871
137 H -23.160 8.632 10.403
138 H -27.853 1.795 16.076
139 H -25.156 8.508 8.481
140 H -30.338 -2.232 13.680
141 H -25.336 0.860 12.291
142 H -23.079 -2.602 11.989
143 H -25.447 7.998 12.884
144 H -27.382 12.345 8.999
145 H -24.339 0.689 6.512
146 H -18.128 -1.579 6.774
147 H -22.830 -0.605 8.696
148 H -27.126 -0.508 11.486
149 H -29.253 2.572 15.413
150 H -24.309 -5.744 7.870
151 H -23.829 7.428 11.548
152 H -26.242 5.066 14.825
153 H -22.601 -1.441 16.540
154 H -25.536 -2.653 7.120
155 H -20.468 -4.323 4.389
156 H -22.621 -8.434 5.803

Here are the Löwdin charges for atoms 1 to 8, given in e: 0.81, 0.74, 0.84, 0.83, 0.59, 0.63, 0.66, 0.61



13 unconnected molecules or ions with the total composition C39H39F13O39. Source: the OMol25 dataset; level of theory: the ωB97M-V functional and the def2-TZVPD basis.

**LUMO level**: 0.015 eV
**Energy relative to the best compared isomer or geometry (same formula, charge and spin)**: 789.3 kJ/mol
**Orbital gap**: 0.40205 Eh

Geometry (Å):
1 F 7.350 5.024 3.828
2 F -2.619 -1.948 -6.168
3 F 1.960 4.651 8.435
4 F 5.123 9.523 -2.260
5 F 2.260 -3.416 -4.661
6 F 1.445 -1.029 6.348
7 F 5.525 4.728 -6.611
8 F -7.000 -1.192 -0.577
9 F 0.381 -5.003 3.888
10 F -4.288 -5.137 5.166
11 F -4.238 -5.115 -3.783
12 F 1.678 -0.715 -0.717
13 F -3.224 3.596 -0.225
14 O -1.931 -0.051 -6.958
15 O 7.174 3.017 1.300
16 O -7.945 -6.453 3.159
17 O -5.843 4.841 -3.189
18 O -3.024 1.533 -8.160
19 O -5.970 -6.014 4.342
20 O 2.753 3.849 6.446
21 O -3.766 0.762 -6.075
22 O 5.677 1.420 2.029
23 O -3.311 -7.214 -3.839
24 O 5.040 -2.060 7.545
25 O 3.435 -0.730 8.570
26 O -8.959 1.246 -0.430
27 O -3.819 4.851 -1.971
28 O 4.053 3.394 -5.705
29 O -0.517 -0.355 -0.896
30 O 3.471 -7.004 -6.353
31 O 3.193 5.924 6.006
32 O -8.619 2.002 1.686
33 O 3.924 -5.974 -4.325
34 O -1.918 -2.152 -0.552
35 O 2.561 4.453 4.315
36 O 6.779 2.782 3.522
37 O 1.628 -6.942 1.782
38 O 4.435 7.422 -2.017
39 O 2.398 6.588 -1.478
40 O -0.409 -1.376 1.005
41 O 1.816 3.184 -5.217
42 O -5.698 5.159 -0.973
43 O 2.738 7.932 -3.289
44 O 2.082 -5.517 -5.474
45 O 0.288 -8.705 1.744
46 O -6.678 -4.579 2.931
47 O -8.087 -0.127 0.991
48 O -1.347 -7.730 -2.763
49 O 2.736 -2.411 7.359
50 O 2.580 4.006 -7.293
51 O -3.283 -7.210 -1.653
52 O 0.315 -7.169 3.463
53 C 4.874 8.381 -2.892
54 C 3.849 -1.800 7.848
55 C 2.701 3.501 -6.029
56 C 1.174 -6.143 3.904
57 C -8.537 1.102 0.809
58 C -5.390 -4.176 3.271
59 C 3.631 5.880 7.320
60 C 2.219 -6.173 2.781
61 C -8.288 -0.879 -0.211
62 C 0.434 -0.221 1.156
63 C 4.869 3.618 -6.820
64 C 0.694 0.099 -0.284
65 C -3.179 0.112 -5.015
66 C -8.883 0.069 -1.232
67 C 2.046 -0.613 8.520
68 C 2.749 4.733 5.477
69 C -5.190 4.894 -2.158
70 C -4.622 5.536 -0.059
71 C 3.860 3.924 -7.904
72 C -2.114 -0.761 -5.824
73 C 6.440 2.318 2.295
74 C 3.850 8.356 -4.052
75 C -1.047 -1.406 -0.197
76 C 3.121 7.275 -2.212
77 C 7.710 3.812 3.380
78 C 3.197 -5.158 -3.434
79 C -2.538 -7.402 -2.752
80 C -6.902 -5.770 3.454
81 C 2.010 -4.677 -4.354
82 C -2.959 0.758 -7.218
83 C 0.722 -7.684 2.282
84 C -3.366 4.893 -0.662
85 C -4.495 -6.423 -3.530
86 C -4.534 -6.618 -2.001
87 C 3.188 -6.202 -5.503
88 C 1.594 -1.706 7.515
89 C 7.956 4.045 1.886
90 C 3.043 4.488 7.694
91 C -4.832 -5.397 4.007
92 H 7.507 4.992 1.588
93 H 8.575 3.580 4.001
94 H 4.709 6.031 7.276
95 H 3.800 3.126 -8.645
96 H 5.785 8.053 -3.393
97 H 1.294 -0.414 1.798
98 H 3.416 6.739 7.955
99 H -3.921 -0.409 -4.410
100 H -2.641 0.914 -4.509
101 H -2.440 5.421 -0.432
102 H -4.749 -3.933 2.424
103 H 4.052 7.615 -4.826
104 H 1.060 -4.787 -3.830
105 H 5.573 2.797 -6.951
106 H -5.436 -6.656 -4.027
107 H -4.502 6.618 -0.002
108 H 3.792 3.936 8.262
109 H 1.628 0.337 8.185
110 H -4.697 -5.670 -1.488
111 H -0.068 0.609 1.654
112 H 3.161 -6.680 2.993
113 H -8.316 0.333 -2.125
114 H 0.884 1.161 -0.439
115 H -9.795 -0.366 -1.641
116 H 4.094 4.813 -8.489
117 H -1.249 -0.877 -5.171
118 H 1.596 -0.764 9.501
119 H 3.619 9.274 -4.594
120 H -4.737 5.169 0.961
121 H -5.339 -7.321 -1.788
122 H 0.693 -2.252 7.798
123 H -4.246 -6.151 3.482
124 H 3.746 -4.352 -2.947
125 H 9.033 4.096 1.728
126 H 1.680 -6.156 4.869
127 H -8.834 -1.813 -0.077
128 H 2.570 -5.174 2.522
129 H 2.700 -5.689 -2.622
130 H -5.358 -3.289 3.904

Here are the Löwdin charges for atoms 1 to 8, given in e: 0.06, 0.09, 0.10, 0.11, 0.09, 0.06, 0.10, 0.04



| no. | strongest force on any atom (eV Å⁻¹) |
| --- | --- |
| 1 | 5.75 |
| 2 | 7.25 |